[1]
Below is a structure of composition C6H30N12O9, with properties calculated with ωB97M-V with the def2-TZVPD basis set.

Values from the calculation:
F_max   0.277 hartree/bohr
Energy above the lowest of the compared OMol25 structures with the same formula, charge and spin   623.2 kcal/mol
HOMO-LUMO gap   6.78 eV
HOMO   -7.016 eV
Charge   0
Spin multiplicity   1
Electronic energy   -42997.494 eV

```
57
Properties=species:S:1:pos:R:3:forces:R:3
O 4.25205 6.33701 4.31198 -0.04 -7.89 -1.40
H 3.70481 7.11939 4.24378 0.72 -1.33 0.46
H 3.63292 5.62399 4.46861 -0.77 -0.70 -0.21
O 2.89067 7.89003 4.45970 -6.18 -1.72 -0.47
H 2.14117 7.90558 5.05488 0.25 0.32 -0.40
H 2.80030 8.68817 3.93909 -0.44 -0.57 1.03
O 0.48195 7.32568 3.08694 -6.96 -12.38 0.97
H 0.63356 6.46154 2.70416 -0.42 -0.94 -0.62
H 0.79381 7.24688 3.98847 -0.09 0.50 0.07
C 4.32353 10.09839 3.43118 7.47 -0.36 1.00
O 3.16431 9.71583 3.38104 11.14 7.27 3.05
N 4.79794 11.07076 4.13288 -2.00 5.49 2.82
N 5.34608 9.46655 2.98308 -1.72 3.93 4.60
H 4.10228 11.55918 4.67841 0.68 0.61 0.40
H 5.79316 11.12401 4.29661 -0.67 0.37 0.15
H 6.31416 9.53395 3.26305 -0.55 0.28 -0.09
H 5.08118 8.69157 2.39203 0.19 0.50 3.67
C 0.68545 7.71400 6.01107 -2.85 3.52 -1.11
O 0.76723 8.35368 4.93777 -1.55 0.56 4.19
N 0.08693 6.56752 6.16195 -1.59 -3.50 -0.12
N 1.07468 8.23267 7.13947 0.61 0.87 2.76
H 0.10783 6.11824 7.06628 -0.11 -0.04 -0.27
H -0.44057 6.08778 5.44661 0.20 0.42 -0.14
H 1.38072 9.18604 7.27187 -0.15 -0.26 -0.37
H 0.91045 7.64326 7.94304 0.43 0.69 0.34
C 5.60092 8.19537 5.51744 -0.24 -0.58 -0.89
O 5.79248 7.32543 4.72743 5.81 1.63 -0.22
N 6.43714 8.76376 6.35120 4.46 1.54 3.27
N 4.44615 8.79957 5.61278 -0.29 3.45 3.59
H 7.40046 8.48031 6.45967 -0.30 -0.40 -0.25
H 6.09607 9.27472 7.15288 0.06 -0.20 -0.21
H 3.73172 8.61766 4.92242 1.27 0.69 1.81
H 4.44729 9.59575 6.23423 -0.23 0.08 -0.48
C 3.47265 6.20936 8.02954 0.27 -1.18 2.43
O 3.91522 5.57908 8.95540 0.51 -2.09 0.82
N 2.62668 5.84065 7.09527 -2.63 -2.82 -2.91
N 3.60955 7.48048 7.97252 1.00 5.90 -0.13
H 2.23642 6.49568 6.43290 1.03 -0.79 0.52
H 2.33390 4.88707 6.93697 0.58 0.05 0.23
H 3.96334 8.04424 8.73220 0.23 -0.60 -0.18
H 3.30761 7.95476 7.13348 0.71 0.14 0.46
C 4.45023 7.94651 1.13031 -0.19 -2.01 -2.90
O 5.55186 8.24283 1.57672 3.29 -7.29 -10.34
N 3.52029 7.33705 1.78817 -0.77 -1.32 2.04
N 3.98249 8.17442 -0.07396 0.24 1.61 -4.07
H 2.62357 7.30010 1.32489 0.00 0.03 1.23
H 3.75774 7.12650 2.74702 -0.48 -1.25 -0.21
H 3.11000 7.75064 -0.35551 0.38 0.43 -0.15
H 4.50149 8.68995 -0.77036 -0.06 -0.22 0.22
C 0.74318 10.02866 2.58218 -2.49 0.49 -1.47
O -0.45771 10.01206 2.19288 1.08 0.89 0.41
N 1.47710 8.98632 2.69628 -1.00 1.22 -4.58
N 1.48898 11.09495 2.95566 -0.80 5.00 0.38
H 1.03876 8.07814 2.64001 1.80 3.40 -2.57
H 2.41289 9.11819 3.05267 -6.00 -2.60 -5.54
H 1.39877 12.03962 2.60988 -0.98 -0.31 -0.09
H 2.44483 10.84780 3.16866 -1.82 1.45 -0.51
```
Forces are in eV/Å.

natural (NBO) atomic charge list, values in e, 2 entries: atom 1 (O): -0.938, atom 2 (H): 0.422

=====

[2]
Below is a structure of composition C16H34N3NiO, with properties calculated with ωB97M-V with the def2-TZVPD basis set.

Values from the calculation:
<S²>   3.76
F_max   0.075 hartree/bohr
HOMO-LUMO gap (alpha / beta)   6.28 / 4.37 eV
HOMO (alpha / beta)   -14.415 / -14.408 eV
Charge   +2
Spin multiplicity   4
Electronic energy   -64676.265 eV

```
55
Properties=species:S:1:pos:R:3:forces:R:3
C 3.05843 -0.97474 3.06331 0.28 0.78 -0.58
C 2.27540 -0.88704 1.62592 0.60 0.15 0.17
C 0.75868 -0.20231 1.80053 0.89 0.66 2.21
N 0.54512 0.85029 0.75750 -0.46 -3.78 -0.57
C -0.21966 0.43234 -0.45198 -0.29 1.35 -2.98
C 0.49905 1.21886 -1.74418 -0.41 -0.83 -0.80
C 2.00362 0.62200 -2.02099 0.82 -0.05 -0.20
C 3.18696 1.75055 -2.13851 0.87 -0.36 0.13
C 3.13964 2.93281 -1.00440 0.32 0.01 -0.36
N 4.39136 3.82071 -1.16660 -0.97 -1.16 2.20
C -1.80263 0.95860 -0.49303 -0.19 0.09 0.00
C -2.81684 0.07254 0.43724 -0.44 3.21 1.11
C -4.34880 0.23731 -0.14460 0.26 0.73 0.35
C -2.82886 0.82229 1.93262 -0.44 -1.06 -0.03
N -2.38762 -1.35093 0.69578 -2.30 0.07 -2.03
O -3.47212 -2.07938 1.03262 2.33 0.88 0.81
C -1.60837 -1.96315 -0.44014 1.65 -2.27 -0.93
C -2.52296 -2.15156 -1.80935 0.02 0.76 -0.02
C -1.18422 -3.49716 0.07256 -1.21 -0.33 -0.45
C -0.22305 -1.14766 -0.84604 -0.60 -0.77 -0.30
H 3.72089 0.01064 3.14277 -1.49 -2.20 0.15
H 2.29775 -1.02424 3.95836 1.70 -0.11 -1.72
H 3.78559 -1.89365 3.01733 -1.55 1.80 0.33
H 2.89480 -0.14912 0.93312 -1.26 -1.87 1.24
H 2.21738 -1.97588 1.17863 -0.15 2.43 0.57
H -0.08965 -0.99432 1.92860 1.45 1.62 -0.94
H 0.82461 0.36747 2.84878 -0.07 -1.01 -2.21
H 1.37984 1.44396 0.56801 -0.70 0.10 0.29
H 0.43699 2.38536 -1.65332 0.24 -2.26 0.07
H -0.15426 0.91926 -2.69635 1.29 0.81 2.21
H 1.98941 0.01360 -3.03346 0.02 1.23 2.15
H 2.36587 -0.15043 -1.18809 -1.08 1.64 -1.65
H 4.21574 1.16919 -1.96960 -2.19 1.24 -0.43
H 3.26573 2.18822 -3.24195 -0.39 -0.67 2.58
H 2.17820 3.59977 -1.12541 1.93 -1.27 0.30
H 3.21965 2.51858 0.11253 -0.77 0.25 -2.07
H 5.17159 3.19728 -0.80171 -0.98 1.15 -0.77
H 4.27498 4.53381 -0.38668 0.42 -0.86 -1.40
H -2.19167 0.94473 -1.61983 1.18 -0.18 2.47
H -1.84574 2.08981 -0.15451 0.08 -2.39 -0.61
H -4.49799 1.38673 -0.37335 0.37 -2.30 0.47
H -4.54869 -0.33917 -1.14383 0.41 0.93 2.18
H -5.07880 -0.03096 0.73123 1.25 0.27 -2.04
H -1.83002 0.62552 2.53356 -1.44 0.72 -1.27
H -3.69128 0.31666 2.55961 1.08 0.91 -1.00
H -3.09372 1.96301 1.86061 0.67 -2.32 0.35
H -2.65480 -1.11970 -2.38730 0.30 -2.17 1.29
H -1.92722 -2.86640 -2.53500 -1.36 1.32 1.63
H -3.59262 -2.55216 -1.53221 2.27 0.55 -0.61
H -2.00121 -4.22037 -0.39418 1.88 1.38 1.11
H -0.13204 -3.83464 -0.31496 -2.05 0.79 0.79
H -1.28311 -3.62420 1.24323 0.43 0.40 -2.36
H -0.19297 -1.19071 -2.04025 -0.02 0.28 2.74
H 0.70247 -1.77135 -0.49472 -1.74 1.54 -0.44
Ni -2.57880 -1.40062 3.31211 -0.49 0.13 -1.12
```
Forces are in eV/Å.

natural (NBO) atomic charge list, values in e, 2 entries: atom 1 (C): -0.634, atom 2 (C): -0.406

=====

[3]
Below is a structure of composition C11H26BO2Tl, with properties calculated with ωB97M-V with the def2-TZVPD basis set.

Values from the calculation:
F_max   0.108 hartree/bohr
HOMO-LUMO gap   4.30 eV
HOMO   -16.339 eV
Charge   +2
Spin multiplicity   1
Electronic energy   -21267.910 eV

```
41
Properties=species:S:1:pos:R:3:forces:R:3
C 2.76441 -2.16384 0.91693 -0.04 -0.76 -0.57
O 3.19698 -0.80302 0.88591 -0.95 -0.17 0.06
C 2.43077 0.03125 1.72489 1.35 0.26 1.15
C 2.67456 1.50591 1.29272 0.19 0.15 -0.58
C 2.23397 1.83240 -0.14548 3.37 -2.15 1.26
B 0.81821 1.17672 -0.68087 -3.02 2.34 1.18
C 1.24740 0.00925 -1.82460 1.86 -1.87 -3.22
C -0.10096 -0.77254 -2.15179 -1.09 1.45 2.14
C -0.69476 -1.65422 -0.99372 -0.83 -0.24 -0.35
C -2.23814 -1.36469 -0.69553 0.72 -0.58 0.04
C -2.59990 -0.99929 0.79009 -0.45 0.34 -1.71
C -2.90336 0.56769 1.01978 -0.73 -0.64 0.36
O -3.67783 1.11458 -0.02057 1.51 0.02 0.25
C -2.88379 2.01688 -0.81682 -0.59 0.59 -0.12
H 3.58413 -2.86496 1.15913 -0.18 0.62 -0.02
H 1.95454 -2.34160 1.65064 0.34 0.18 -0.32
H 2.41403 -2.44021 -0.10416 0.06 0.05 0.63
H 2.84778 -0.06359 2.75552 -0.41 0.17 -0.44
H 1.35703 -0.25016 1.79441 0.29 0.24 -0.53
H 2.26599 2.19753 2.05679 -0.24 -0.44 -0.56
H 3.77819 1.64975 1.33004 -0.51 -0.26 -0.02
H 2.02440 2.94947 -0.21264 -1.37 -0.85 -0.69
H 3.03209 1.58630 -0.87438 -0.29 0.41 0.58
H 0.19081 1.99346 -1.33847 -0.58 -1.05 -0.85
H 0.06422 0.82206 0.17211 0.14 0.65 0.68
H 2.01021 -0.65813 -1.35815 -0.29 0.94 0.00
H 1.61552 0.44895 -2.76857 0.05 -0.24 0.60
H 0.10051 -1.39074 -3.06574 0.73 0.59 0.45
H -0.87978 -0.04336 -2.46445 0.49 -0.46 -0.08
H -0.12135 -1.59427 -0.04865 0.01 -0.01 -0.63
H -0.65553 -2.70638 -1.34491 0.23 0.56 0.37
H -2.57763 -0.60186 -1.41424 -0.21 -0.23 0.64
H -2.79126 -2.29199 -0.93817 0.23 0.57 0.10
H -1.75462 -1.38477 1.48193 -1.27 -1.08 -3.97
H -3.50809 -1.55765 1.09733 0.49 0.26 -0.16
H -1.97779 1.15786 1.22584 -0.34 -0.18 -0.49
H -3.53244 0.67579 1.94032 0.26 -0.09 -0.45
H -2.32930 2.73049 -0.17540 -0.20 -0.40 -0.21
H -3.60694 2.61479 -1.39734 0.45 -0.46 0.04
H -2.17227 1.47796 -1.47169 -0.40 0.27 0.23
Tl -1.60003 -0.61187 3.01195 1.19 1.47 5.21
```
Forces are in eV/Å.

Löwdin atomic charge list, values in e, 2 entries: atom 1 (C): -0.067, atom 2 (O): -0.168

=====

spin multiplicity of number 1 (C6H30N12O9)?
1

=====

Number 2 is which compound?
C16H34N3NiO

=====

Look up the charge of the third one.
+2

=====

What is the charge in the third record?
+2